DFT (ωB97M-V/def2-TZVPD) results for C3H3LuO2 as an isolated structure at a distorted geometry.

Last column: Löwdin spin population.
Geometry (Å):
O1 -0.950 -0.949 0.941  0.091
O2 -0.068 0.993 0.808  0.012
C1 -0.949 -0.632 -0.404  0.467
C2 -0.085 0.507 -0.545  0.029
C3 -0.197 -0.057 1.635  0.042
H1 -1.678 -1.092 -1.061  0.020
H2 1.280 0.174 -0.620  0.064
Lu1 3.076 -0.251 0.459  0.273
H3 -0.430 1.308 -1.214  0.001

Cartesian forces, eV/Å:
0.9 -0.4 -0.7
1.6 -0.6 0.1
0.1 0.5 0.5
-0.9 0.1 0.6
-1.3 0.5 -0.2
0.4 -0.1 0.2
-2.0 0.4 -0.7
0.2 0.0 0.4
0.9 -0.5 -0.1

Results
2S+1 = 2
DFT total energy = -1501.577472 Eh
charge = +1
largest force on an atom = 2.2 eV/Å
LUMO level (alpha / beta) = -0.178 / -0.215 Eh

---

DFT (ωB97M-V/def2-TZVPD) results for C12H11FeNO5 as an isolated structure at a distorted geometry.

Last column: Löwdin spin population.
Geometry (Å):
C1 -0.531 1.216 -3.291  -0.003
C2 0.602 0.444 -2.683  0.024
N1 1.828 1.242 -2.756  0.332
O1 2.909 0.601 -2.594  0.211
O2 1.801 2.471 -2.986  0.239
H1 -1.319 0.517 -3.597  0.001
H2 -0.905 1.882 -2.500  0.001
H3 -0.319 1.833 -4.182  0.000
H4 0.764 -0.573 -3.102  0.011
O3 -0.906 -0.408 5.105  0.144
C3 -0.788 -0.104 3.968  0.226
Fe1 -0.047 -0.086 2.348  1.862
C4 1.473 0.790 2.753  0.112
O4 2.578 1.043 3.055  0.073
C5 0.884 -1.567 2.664  -0.041
O5 1.423 -2.520 3.083  -0.030
C6 0.514 -0.298 -0.892  0.122
C7 -0.253 -1.495 -0.857  0.081
C8 -1.103 -1.933 0.136  0.063
C9 -1.454 -1.244 1.351  0.149
C10 -1.842 0.142 1.378  0.094
C11 -0.904 1.036 0.849  0.142
C12 0.373 0.567 0.354  0.119
H5 1.538 -0.409 -1.245  0.003
H6 -0.140 -2.152 -1.734  0.007
H7 -1.588 -2.916 0.032  0.006
H8 -1.918 -1.887 2.112  0.006
H9 -2.769 0.414 1.911  0.017
H10 -1.113 2.111 0.906  0.025
H11 1.214 1.282 0.412  0.004

Cartesian forces, eV/Å:
-1.0 0.0 0.4
0.9 0.5 0.3
-1.9 -2.5 0.1
1.3 -0.7 0.3
-0.3 2.0 -0.3
-0.1 0.1 0.3
-0.2 0.0 -0.4
0.5 -0.3 0.5
0.1 0.7 0.0
0.4 -0.1 -0.8
-1.6 0.0 3.0
1.3 0.6 0.5
3.2 1.7 1.1
-1.4 -0.6 -0.5
1.3 -2.8 0.8
-0.9 1.4 -0.8
0.9 1.9 -0.2
-1.6 -2.1 -0.1
1.0 0.0 -1.3
-1.8 -1.3 0.1
0.0 -0.1 -0.4
-1.1 0.8 -1.5
0.6 0.8 -1.8
0.4 -0.7 1.3
-0.1 0.1 0.3
0.4 0.2 -0.2
-0.3 0.2 -0.5
0.7 0.3 -0.2
0.2 -0.1 0.3
-0.8 0.0 -0.4

Results
2S+1 = 5
DFT total energy = -2158.179948 Eh
charge = -2
largest force on an atom = 3.8 eV/Å
LUMO level (alpha / beta) = 0.203 / 0.185 Eh

---

DFT (ωB97M-V/def2-TZVPD) results for C21H26N4PRhS as an isolated structure.

Last column: Löwdin charge in e.
Geometry (Å):
Rh1 0.277 -0.530 -0.975  0.570
C1 -3.616 -4.171 -0.936  -0.056
C2 -2.430 -4.894 -0.909  -0.054
C3 -1.286 -4.380 -1.501  -0.034
C4 -1.361 -3.146 -2.136  -0.287
C5 -2.549 -2.427 -2.207  -0.041
C6 -3.674 -2.939 -1.578  -0.063
N1 -0.208 -2.586 -2.779  0.138
N2 0.747 -2.498 -1.984  -0.009
C7 1.909 -1.771 -2.471  -0.278
C8 2.849 -2.158 -3.404  0.009
C9 3.965 -1.340 -3.546  -0.033
C10 4.130 -0.191 -2.777  -0.049
C11 3.177 0.195 -1.837  -0.069
C12 2.063 -0.610 -1.716  -0.233
H1 -4.505 -4.580 -0.477  0.117
H2 -2.395 -5.862 -0.429  0.118
H3 -0.355 -4.933 -1.495  0.117
H4 -2.594 -1.498 -2.761  0.114
H5 -4.606 -2.391 -1.618  0.116
H6 2.735 -3.072 -3.972  0.129
H7 4.729 -1.609 -4.263  0.124
H8 5.012 0.419 -2.922  0.120
H9 3.299 1.103 -1.263  0.105
C13 1.107 5.970 0.828  0.024
C14 0.286 4.757 1.079  -0.214
C15 -0.522 4.560 2.174  0.072
C16 -1.291 3.397 2.251  -0.252
N3 -1.234 2.453 1.291  0.117
C17 -0.455 2.647 0.256  -0.698
S1 -0.429 1.591 -1.146  0.699
N4 0.295 3.773 0.150  0.133
C18 -2.241 3.166 3.371  0.010
H10 1.305 6.496 1.758  0.104
H11 0.560 6.647 0.166  0.118
H12 2.055 5.720 0.351  0.103
H13 -0.566 5.307 2.954  0.145
H14 0.846 3.885 -0.695  0.158
H15 -1.926 3.672 4.281  0.099
H16 -2.375 2.102 3.550  0.087
H17 -3.215 3.574 3.083  0.117
C19 0.881 -2.516 1.460  -0.208
P1 0.216 -0.859 1.198  0.723
C20 -1.489 -0.889 1.775  -0.204
C21 1.181 0.257 2.235  -0.200
H18 0.907 -2.727 2.532  0.072
H19 1.890 -2.583 1.054  0.061
H20 0.247 -3.248 0.960  0.044
H21 -1.491 -1.235 2.812  0.075
H22 -2.066 -1.589 1.167  0.054
H23 -1.934 0.102 1.704  0.027
H24 1.102 -0.059 3.277  0.074
H25 0.817 1.278 2.149  0.022
H26 2.226 0.218 1.929  0.065

Cartesian forces, eV/Å:
-0.8 0.1 -0.2
0.0 0.0 0.0
0.0 0.0 0.0
0.0 0.1 0.2
0.0 0.0 -0.3
0.0 -0.1 -0.1
0.0 0.0 0.0
-0.1 -0.5 0.2
-0.1 0.8 -0.1
0.4 -0.2 0.0
-0.1 0.0 0.0
0.0 0.1 0.0
0.0 0.0 0.0
-0.1 0.0 -0.1
0.2 -0.2 0.2
0.0 0.0 0.0
0.0 0.0 0.0
0.0 0.0 0.0
0.0 0.0 0.0
0.0 0.0 0.0
0.0 0.0 0.0
0.0 0.0 0.0
0.0 0.0 0.0
0.0 0.0 0.0
0.0 0.0 0.0
0.0 0.0 0.0
0.0 0.0 0.0
0.0 0.0 0.0
0.0 0.0 0.0
0.0 0.0 -0.1
0.1 0.1 0.1
-0.1 0.0 -0.1
0.0 0.0 0.0
0.0 0.0 0.0
0.0 0.0 0.0
0.0 0.0 0.0
0.0 0.0 0.0
0.0 0.0 0.0
0.0 0.0 0.0
0.0 0.0 0.0
0.0 0.0 0.0
0.0 0.1 0.0
0.3 -0.1 0.1
0.0 0.0 0.0
0.0 0.0 0.0
0.0 0.0 0.0
0.0 0.0 0.0
0.0 0.0 0.0
0.0 0.0 0.0
0.0 0.0 0.0
0.0 0.0 0.0
0.0 0.0 0.0
0.0 0.0 0.0
0.0 0.0 0.0

Results
DFT total energy = -1884.361396 Eh
charge = +2
largest force on an atom = 0.8 eV/Å
LUMO level = -0.281 Eh

---

DFT (ωB97M-V/def2-TZVPD) results for a 2-piece molecular cluster, C14H19Cl2N4O overall.

Last column: Löwdin charge in e.
Geometry (Å):
C1 0.859 0.189 -0.575  -0.055
C2 -0.266 1.084 -0.074  -0.219
N1 -0.661 2.146 -1.017  -0.124
C3 -1.779 2.918 -0.483  -0.160
C4 -3.143 2.195 -0.663  -0.049
C5 -3.135 1.085 -1.652  -0.230
N2 -3.637 -0.123 -1.490  0.116
N3 -3.507 -0.918 -2.583  0.131
C6 -2.892 -0.160 -3.434  -0.085
N4 -2.656 1.080 -2.907  0.196
C7 0.445 3.038 -1.337  -0.465
C8 1.172 2.790 -2.635  0.008
O1 0.716 3.953 -0.607  0.141
H1 0.514 -0.496 -1.354  0.081
H2 1.707 0.751 -0.967  0.068
H3 1.226 -0.410 0.259  0.056
H4 -0.007 1.511 0.905  0.129
H5 -1.151 0.454 0.086  0.111
H6 -1.666 3.123 0.588  0.133
H7 -1.813 3.884 -0.988  0.131
H8 -3.497 1.785 0.285  0.130
H9 -3.890 2.924 -0.994  0.139
H10 -4.100 -0.471 -0.661  0.192
H11 -2.599 -0.458 -4.429  0.148
H12 -2.142 1.846 -3.317  0.178
H13 2.170 2.401 -2.419  0.092
H14 1.299 3.744 -3.149  0.097
H15 0.659 2.077 -3.279  0.072
Cl1 0.671 -1.189 3.168  0.657
C9 1.793 -2.512 3.195  -0.683
C10 2.759 -2.598 4.189  -0.689
Cl2 2.879 -1.400 5.425  0.687
C11 3.647 -3.665 4.191  -0.099
C12 3.569 -4.637 3.208  -0.073
C13 2.601 -4.549 2.217  -0.080
C14 1.714 -3.486 2.211  -0.117
H16 4.396 -3.725 4.968  0.111
H17 4.264 -5.465 3.219  0.111
H18 2.533 -5.308 1.451  0.108
H19 0.950 -3.409 1.449  0.101

Cartesian forces, eV/Å:
0.0 -0.1 0.0
0.0 -0.4 0.0
0.0 0.2 -0.2
-0.1 0.0 0.2
0.0 -0.1 0.0
0.2 0.2 -0.2
-0.2 -0.1 0.1
0.1 0.1 0.0
0.0 -0.1 -0.3
-0.1 0.1 0.4
0.1 0.1 0.2
0.0 -0.1 0.0
-0.1 -0.1 -0.2
0.0 0.1 0.0
0.0 0.0 0.1
0.0 0.0 -0.1
0.0 0.1 -0.1
0.1 0.1 0.1
0.0 0.1 -0.1
0.0 -0.1 0.0
0.0 0.0 -0.1
0.0 -0.1 0.1
0.0 -0.1 -0.1
0.0 0.0 0.1
0.1 -0.1 0.0
0.0 0.1 0.0
0.0 -0.1 0.1
0.0 0.0 0.1
-0.1 0.0 -0.1
0.0 0.0 0.0
0.0 0.0 0.0
0.0 0.0 0.0
0.0 0.0 0.0
0.0 0.0 0.0
0.0 0.0 0.0
0.0 0.0 0.0
0.0 0.0 0.0
0.0 0.0 0.0
0.0 0.0 0.0
0.0 0.0 0.0

Results
DFT total energy = -1759.286670 Eh
charge = +1
largest force on an atom = 0.4 eV/Å
LUMO level = -0.113 Eh

---

DFT (ωB97M-V/def2-TZVPD) results for an isolated molecule of C23H27N5O2S at a distorted geometry.

Last column: Löwdin charge in e.
Geometry (Å):
C1 -2.550 -3.844 -1.511  -0.112
O1 -3.739 -3.166 -1.193  -0.179
C2 -3.556 -1.835 -0.778  -0.226
C3 -2.884 -1.699 0.596  -0.083
C4 -1.392 -1.801 0.547  -0.360
N1 -0.758 -1.268 -0.492  0.162
C5 0.560 -1.303 -0.487  -0.051
C6 1.290 -1.860 0.562  -0.177
C7 2.788 -1.806 0.583  -0.146
N2 3.226 -0.424 0.601  -0.184
C8 2.874 0.252 1.833  -0.174
C9 3.325 1.718 1.753  -0.127
C10 3.654 2.060 0.299  -0.224
C11 2.529 1.768 -0.704  -0.438
O2 2.765 1.442 -1.847  0.066
N3 1.273 1.996 -0.227  0.156
C12 0.048 1.821 -0.879  -0.227
C13 -0.059 1.595 -2.248  -0.021
C14 -1.309 1.426 -2.816  -0.062
C15 -2.456 1.484 -2.050  -0.047
C16 -2.361 1.718 -0.679  -0.183
C17 -3.540 1.779 0.176  -0.365
C18 -4.851 1.721 -0.218  -0.360
S1 -5.908 1.811 1.130  1.002
C19 -4.503 1.924 2.146  -0.455
N4 -3.385 1.895 1.529  0.030
C20 -1.106 1.886 -0.106  0.024
C21 4.873 1.227 -0.107  -0.124
C22 4.632 -0.238 0.298  -0.161
C23 0.527 -2.415 1.580  -0.079
N5 -0.794 -2.392 1.575  0.137
H1 -1.941 -4.037 -0.621  0.083
H2 -1.949 -3.272 -2.228  0.090
H3 -2.847 -4.793 -1.955  0.089
H4 -2.964 -1.275 -1.515  0.104
H5 -4.566 -1.421 -0.731  0.119
H6 -3.124 -0.713 0.999  0.102
H7 -3.270 -2.453 1.284  0.125
H8 1.057 -0.863 -1.341  0.123
H9 3.171 -2.377 1.451  0.129
H10 3.175 -2.267 -0.330  0.131
H11 3.336 -0.241 2.709  0.127
H12 1.789 0.183 1.955  0.115
H13 4.236 1.861 2.338  0.118
H14 2.573 2.384 2.182  0.108
H15 3.890 3.126 0.206  0.154
H16 1.183 2.237 0.748  0.125
H17 0.830 1.545 -2.852  0.100
H18 -1.384 1.245 -3.878  0.107
H19 -3.420 1.342 -2.513  0.105
H20 -5.256 1.637 -1.205  0.067
H21 -4.600 2.009 3.209  0.069
H22 -1.044 2.061 0.959  0.113
H23 4.996 1.302 -1.187  0.108
H24 5.772 1.614 0.373  0.114
H25 5.261 -0.509 1.165  0.124
H26 4.898 -0.900 -0.526  0.122
H27 0.987 -2.898 2.436  0.117

Cartesian forces, eV/Å:
0.1 0.0 0.0
-0.2 -0.2 0.0
0.0 0.3 0.2
-0.2 -0.1 -0.5
0.1 0.0 0.2
-0.2 0.1 -0.3
0.3 -0.2 0.3
-0.3 -0.2 0.1
0.0 0.0 -0.1
0.1 -0.2 0.1
-0.1 0.0 0.2
0.0 0.0 -0.1
0.2 0.0 -0.1
0.2 0.3 0.3
0.0 -0.1 -0.4
-0.2 0.1 0.4
-0.3 0.0 -0.4
0.2 0.0 -0.1
-0.1 0.0 0.1
0.0 0.0 0.1
0.5 0.0 -0.3
-1.0 0.0 -0.2
0.1 0.0 0.3
0.7 0.0 0.1
-1.0 0.0 -0.1
0.8 0.0 0.2
-0.1 0.0 -0.1
-0.1 0.1 -0.1
0.2 0.0 -0.1
0.3 0.2 -0.3
-0.3 -0.1 0.3
0.0 -0.1 0.0
0.0 0.0 0.0
0.1 0.0 0.0
-0.1 0.0 0.0
0.1 0.1 0.0
-0.1 0.0 0.1
0.0 0.1 0.0
0.2 0.1 -0.1
0.0 0.0 -0.1
0.1 0.0 0.1
-0.1 0.0 -0.1
0.1 0.0 0.1
-0.1 0.1 0.0
0.0 0.0 0.1
0.0 -0.1 0.0
0.1 0.0 -0.1
0.0 0.0 0.0
0.0 0.0 -0.1
-0.1 0.0 -0.1
0.0 0.0 -0.3
0.0 0.0 0.3
0.0 0.0 0.1
0.1 0.0 0.1
0.0 0.1 0.0
0.0 -0.1 -0.1
0.0 0.0 0.1
0.2 0.0 0.0

Results
DFT total energy = -1715.109520 Eh
charge = 0
largest force on an atom = 1.0 eV/Å
LUMO level = 0.023 Eh
structure (SMILES) = COCCc1ncc(CN2CCC(C(=O)Nc3cccc(-c4cscn4)c3)CC2)cn1

---

DFT (ωB97M-V/def2-TZVPD) results for C24H31NO2PdSi as an isolated structure at a distorted geometry.

Last column: Löwdin spin population.
Geometry (Å):
Pd1 0.567 0.268 -0.224  1.429
C1 0.606 -2.356 -3.583  0.011
Si1 -0.521 -1.077 -2.936  0.048
C2 -0.107 0.661 -3.276  0.016
C3 -2.202 -1.512 -3.444  0.012
N1 -0.535 -1.183 -1.097  0.592
C4 -1.113 -1.996 -0.201  0.164
C5 -1.453 -3.346 -0.469  0.092
C6 -2.143 -4.068 0.470  0.039
C7 -2.515 -3.486 1.703  0.206
C8 -2.178 -2.168 2.036  -0.011
C9 -1.501 -1.448 1.085  0.161
O1 -1.108 -0.128 1.267  0.127
C10 -1.560 0.545 2.425  0.004
C11 -2.825 1.109 2.415  0.005
C12 -3.226 1.808 3.545  0.000
C13 -2.360 1.960 4.621  0.004
C14 -1.085 1.394 4.595  0.000
C15 -0.686 0.647 3.493  0.005
H1 0.767 -2.264 -4.660  0.002
H2 0.171 -3.335 -3.345  0.000
H3 1.563 -2.333 -3.089  -0.001
H4 0.078 0.804 -4.346  0.003
H5 0.786 1.010 -2.716  0.005
H6 -0.999 1.239 -2.972  0.000
H7 -2.304 -1.253 -4.498  0.002
H8 -2.969 -0.991 -2.902  0.000
H9 -2.387 -2.583 -3.342  0.001
H10 -1.165 -3.781 -1.422  0.001
H11 -2.403 -5.115 0.310  0.000
H12 -2.993 -4.103 2.455  0.009
H13 -2.423 -1.804 3.012  -0.003
H14 -3.476 1.050 1.538  0.000
H15 -4.215 2.244 3.602  0.000
H16 -2.696 2.492 5.510  0.000
H17 -0.454 1.546 5.449  0.000
H18 0.310 0.196 3.414  0.002
C16 2.682 -0.114 1.251  0.436
C17 3.118 -0.071 -0.092  0.069
C18 3.310 -1.283 -0.831  0.128
C19 3.816 -1.255 -2.114  0.000
C20 4.080 -0.033 -2.745  0.163
C21 3.934 1.157 -2.041  -0.004
C22 3.407 1.165 -0.770  0.133
H19 2.693 0.784 1.843  0.025
H20 2.642 -1.031 1.811  0.024
H21 3.096 -2.212 -0.300  0.003
H22 3.988 -2.187 -2.637  -0.003
H23 4.407 -0.054 -3.780  0.008
H24 4.202 2.099 -2.503  -0.003
H25 3.277 2.073 -0.220  0.005
C23 -0.188 4.231 1.356  0.005
C24 0.805 3.151 1.064  0.008
O2 0.208 2.341 0.027  0.075
H26 0.204 4.959 2.075  0.001
H27 -1.128 3.831 1.725  0.000
H28 -0.403 4.813 0.462  0.000
H29 0.969 2.481 1.902  0.001
H30 1.758 3.584 0.761  0.000
H31 -0.124 2.925 -0.670  0.003

Cartesian forces, eV/Å:
0.7 0.0 0.4
0.3 -0.4 0.2
-0.1 -0.9 0.4
0.1 0.8 0.5
-0.5 -0.3 -0.3
-0.1 -0.2 0.0
-0.2 0.7 -0.2
-0.3 -0.4 0.0
0.0 -0.2 0.0
0.4 0.2 0.2
0.0 -1.0 -0.6
0.5 1.0 0.3
-0.5 -1.1 -0.3
0.0 0.2 0.2
-0.1 0.1 -0.3
0.0 0.1 0.2
0.1 -0.2 0.2
-0.6 0.1 -0.2
0.4 0.1 -0.2
-0.1 -0.1 0.1
0.0 0.1 -0.3
0.5 0.1 0.1
0.0 0.1 0.2
-0.3 0.0 -0.4
0.5 0.1 -0.2
-0.1 -0.1 -0.1
-0.5 0.3 0.2
0.0 0.0 -0.1
0.0 0.0 0.2
0.1 0.3 -0.1
-0.1 0.1 -0.1
-0.1 0.4 0.2
0.3 -0.1 0.3
0.0 0.0 -0.1
0.1 0.0 -0.2
0.4 -0.1 0.2
-0.4 0.1 0.2
0.0 0.4 -0.1
-0.1 -0.1 -0.6
0.1 0.1 0.4
-0.4 0.0 0.2
0.2 -0.5 -0.1
-0.4 0.4 -0.2
0.1 -0.9 0.4
0.0 0.3 0.1
-0.1 -0.3 -0.1
0.2 0.1 -0.3
0.0 0.0 0.0
0.1 0.2 0.2
0.0 0.0 -0.1
0.1 0.5 0.2
0.0 0.7 0.6
-0.2 0.4 0.4
0.1 -0.2 -0.6
-0.1 -0.2 0.0
0.0 -0.1 0.1
0.0 0.0 -0.3
-0.1 0.0 0.1
0.1 -0.2 -0.3
0.0 -0.2 0.0

Results
2S+1 = 5
DFT total energy = -1555.085783 Eh
charge = +2
largest force on an atom = 1.2 eV/Å
LUMO level (alpha / beta) = -0.188 / -0.336 Eh